Record 1
A cluster of 9 separate species, C43H111N9O16 in total at a distorted geometry, computed with ωB97M-V with the def2-TZVPD basis set.

Summary:
- energy relative to the best compared isomer or geometry (same formula, charge and spin) (eV) = 0.000
- spin multiplicity = 1
- molar mass (g/mol) = 1010.4
- gap between HOMO and LUMO (eV) = 8.46
- SMILES = COCCNCCOC.COCCNCCOC.COCCNCCOC.COCCNCCOC.COCCNCCOC.COCCNCCOC.COCCNCCOC.NC(N)=O.O
- E_tot (a.u.) = -3401.2103
- LUMO (eV) = 0.370

```
179
Properties=species:S:1:pos:R:3:lowdin_charge:R:1
O -10.80532 4.40682 16.75523 -0.20
O -7.76099 14.48053 17.67956 -0.06
O -5.17830 4.19354 12.67416 -0.18
O -6.82680 8.75938 9.58766 -0.16
O -10.74869 8.77524 13.22118 -0.20
O -5.85440 7.93976 14.16572 -0.18
O -8.77206 20.41169 13.61791 -0.17
O -2.47664 9.72171 10.29986 -0.02
O -5.14297 12.27506 14.58805 -0.22
O -7.74789 14.02991 11.24726 -0.19
O -0.68726 8.08370 15.40709 -0.18
O -4.27180 16.62664 14.84935 -0.19
O -0.55847 16.56240 11.13885 -0.19
O -0.27155 14.22702 15.09123 -0.20
O 2.11507 2.81092 12.61416 -0.18
O -3.41789 3.55531 16.98962 -0.20
N -0.21260 4.78035 13.82711 -0.06
N -5.71757 12.10476 10.44046 -0.08
N -0.80262 13.71539 12.23240 -0.07
N -7.36506 10.52115 13.95678 -0.04
N -6.89453 17.56172 14.97547 -0.06
N -11.97372 7.28079 15.92447 -0.08
N -2.93768 3.37824 14.13111 -0.07
N -1.01516 10.78391 11.67081 0.16
N -3.06814 11.64320 11.31934 0.18
C -6.23716 12.10574 15.49253 -0.18
C -8.38381 19.52994 14.64193 -0.23
C -0.84157 6.67405 15.30895 -0.20
C -3.25456 2.84685 12.79209 -0.19
C -3.87535 3.99299 12.05423 -0.20
C -9.54662 21.46954 14.11576 -0.13
C 2.69769 1.63950 12.08750 -0.12
C -7.67625 9.45253 14.90603 -0.20
C -7.30962 13.97329 9.90694 -0.21
C 0.05431 15.43542 10.54475 -0.22
C -7.26862 8.09895 14.25128 -0.21
C -3.85740 12.41300 15.19742 -0.10
C -5.31303 15.69454 15.10094 -0.22
C -6.42930 9.79968 10.49397 -0.20
C -10.92120 3.06678 17.14686 -0.12
C -5.88610 5.23532 12.07321 -0.15
C -7.73872 18.26783 14.03182 -0.22
C 0.44640 13.49665 12.91985 -0.22
C -2.65763 2.31199 15.09054 -0.20
C -8.91506 13.26773 11.45296 -0.12
C -0.44046 13.89763 16.45246 -0.09
C -11.54285 8.61232 15.50238 -0.20
C -5.85096 13.48110 9.98365 -0.19
C -1.68128 8.80621 14.71889 -0.11
C -11.00918 9.34835 11.94446 -0.10
C -5.37651 7.59474 15.46016 -0.09
C 0.72047 2.95342 12.38456 -0.23
C -1.77872 16.97199 10.55824 -0.10
C -3.00302 16.18407 15.31276 -0.10
C -2.23370 10.63652 11.11300 -0.71
C -0.47547 6.23415 13.87717 -0.21
C -7.62049 7.77373 10.17900 -0.11
C 0.16811 13.12377 14.33853 -0.24
C -2.26821 2.91619 16.44249 -0.22
C -11.87854 8.97710 14.05567 -0.22
C -0.65423 14.08580 10.81564 -0.20
C -7.51296 11.83931 14.58968 -0.16
C -11.53719 4.80566 15.62328 -0.22
C -6.57650 16.21346 14.44982 -0.19
C -11.23984 6.23603 15.21488 -0.21
C -3.94060 2.83403 18.10436 -0.10
C 0.29093 4.40698 12.48083 -0.19
C -6.35147 11.05982 9.65958 -0.19
H -1.34785 9.83475 14.58732 0.07
H -7.09587 6.93325 10.63994 0.06
H -12.25983 9.21849 16.06326 0.12
H -7.70971 20.01538 15.35677 0.12
H -2.33301 2.52591 12.29908 0.11
H -1.79515 2.15676 17.06884 0.12
H -10.21888 2.88534 17.96062 0.09
H -3.13223 12.56760 14.39903 0.07
H -8.37339 13.96668 18.21468 0.04
H -5.71010 10.87210 8.79566 0.13
H -0.77759 11.72551 11.94850 0.03
H -1.33905 14.48730 12.61351 0.12
H -6.39960 10.46121 13.64898 0.09
H -10.50603 8.73589 15.82178 0.11
H -1.50313 3.67153 16.25196 0.11
H -0.48054 12.24735 14.44025 0.11
H -8.23621 7.46036 9.32946 0.10
H 1.14953 12.86973 14.76570 0.13
H -11.91248 2.81004 17.52885 0.09
H -5.31607 14.21667 10.59119 0.11
H -3.96016 3.74671 10.98965 0.12
H -10.59098 2.42665 16.32260 0.09
H -2.29609 16.96844 15.04620 0.10
H -10.17326 6.49277 15.14087 0.12
H -5.98657 18.00360 15.06731 0.10
H -3.70865 11.45685 15.70819 0.09
H 3.73647 1.92201 11.90201 0.08
H -8.37799 8.13730 10.88245 0.07
H -6.37472 13.00383 16.10021 0.09
H -7.77266 7.32469 14.83937 0.11
H 1.04035 5.09042 12.08618 0.12
H -9.32225 13.32399 12.46101 0.08
H 0.59463 2.70925 11.32061 0.11
H -7.19929 9.96856 11.25388 0.10
H -1.28019 6.45520 13.16387 0.10
H 2.32722 1.29121 11.12040 0.08
H -9.92680 22.08124 13.29946 0.09
H -5.49563 8.38240 16.20728 0.08
H -3.24711 3.04532 18.92122 0.09
H -0.02819 6.21526 15.87286 0.12
H -6.01803 12.14564 11.41146 0.11
H -1.60135 17.19456 9.50196 0.09
H -6.36734 16.29177 13.37622 0.11
H 0.38679 6.79086 13.51057 0.12
H -9.19985 19.16066 15.27219 0.12
H -7.53851 12.57980 13.78820 0.09
H -11.71635 7.12472 16.89409 0.11
H -4.91081 3.23090 18.40338 0.08
H -8.71134 12.20849 11.26150 0.08
H -11.61732 10.25389 12.03228 0.08
H -1.97428 8.43781 13.73230 0.08
H -8.46167 11.93659 15.11686 0.12
H -7.19058 9.42762 15.88661 0.10
H -2.60334 8.76415 15.31018 0.07
H -1.03734 14.71758 16.84774 0.08
H -1.64033 14.05920 10.34290 0.10
H -6.01637 11.27019 16.16274 0.11
H -3.79864 3.81424 14.44976 0.11
H -0.99578 12.95975 16.54131 0.09
H 0.54913 13.81632 16.90789 0.09
H -0.32872 10.06888 11.51618 0.11
H -9.04634 22.13834 14.82469 0.09
H -10.10012 9.66661 11.43712 0.07
H -5.34158 6.17837 12.18033 0.09
H -3.70972 13.22709 15.91234 0.08
H -11.17696 4.19545 14.78310 0.12
H 0.10561 2.21310 12.90443 0.11
H -5.48183 9.57104 10.98788 0.13
H -5.06274 14.77265 14.56053 0.10
H -3.90276 1.96625 12.82497 0.12
H -4.09940 1.77378 17.89988 0.09
H -0.59767 4.53350 11.84704 0.10
H -3.50148 1.61923 15.16644 0.12
H -5.94145 6.73254 15.82688 0.09
H 1.09268 12.81624 12.36232 0.13
H -2.06953 17.93508 10.97787 0.09
H -3.34927 4.94971 12.01831 0.12
H -7.45073 15.56931 14.54624 0.12
H -0.15394 13.35995 10.16773 0.12
H -1.75037 1.80682 14.74350 0.11
H -5.26634 13.60960 9.06624 0.12
H -10.40189 21.07800 14.67837 0.08
H -7.32382 18.35685 13.02015 0.12
H -7.61684 15.28768 18.18361 0.04
H -2.66383 12.33757 11.93222 0.07
H -7.36388 11.27079 9.30246 0.11
H 2.73528 0.83136 12.82153 0.08
H -8.75214 9.49278 15.06539 0.09
H -2.56650 16.24783 10.77313 0.08
H -7.72234 8.02842 13.26241 0.10
H -8.58631 17.61884 13.78339 0.11
H -11.58732 8.65090 11.33331 0.09
H -7.44130 14.93527 9.40714 0.12
H -5.33932 15.36509 16.14465 0.12
H 0.19078 15.52900 9.46346 0.12
H -2.66841 15.22386 14.91552 0.06
H -6.90196 5.33442 12.45596 0.09
H -6.03707 5.09990 10.99430 0.08
H -7.84334 13.24552 9.29131 0.10
H -11.51836 6.38772 14.16622 0.11
H 1.07197 14.39731 12.98797 0.12
H -4.33082 7.31352 15.34960 0.07
H -1.07603 4.25684 13.94930 0.05
H -1.78296 6.22419 15.63441 0.11
H -12.04220 10.05458 14.15360 0.12
H -2.98825 16.12010 16.40612 0.09
H 1.05637 15.28368 10.94690 0.11
H -4.04026 11.55661 11.03362 0.06
H -9.70072 13.57165 10.75508 0.09
H -12.59562 4.54459 15.71389 0.13
H -12.75092 8.43116 13.68931 0.13
```

Record 2
A cluster of 2 separate species, F2H2N2 in total at a distorted geometry, computed with ωB97M-V with the def2-TZVPD basis set.

Summary:
- energy relative to the best compared isomer or geometry (same formula, charge and spin) (eV) = 4.159
- spin multiplicity = 1
- molar mass (g/mol) = 68.0
- gap between HOMO and LUMO (spin up / spin down) (eV) = 10.15 / 9.73
- E_tot (a.u.) = -310.1855
- LUMO (spin up / spin down) (eV) = -0.118 / -0.252

```
6
Properties=species:S:1:pos:R:3:lowdin_charge:R:1
F -1.28164 -1.20357 -0.01218 -0.12
F 1.23037 -1.20878 0.00560 -0.12
N -1.04166 0.11657 -0.04790 0.04
N 1.01669 0.10736 0.04272 0.01
H -0.81636 0.47346 0.95385 0.09
H 1.43871 0.49305 -0.87837 0.10
```

Record 3
A cluster of 2 separate species, C3H8NO2 in total at a distorted geometry, computed with ωB97M-V with the def2-TZVPD basis set.

Summary:
- energy relative to the best compared isomer or geometry (same formula, charge and spin) (eV) = 2.991
- spin multiplicity = 1
- molar mass (g/mol) = 90.1
- gap between HOMO and LUMO (spin up / spin down) (eV) = 8.15 / 8.15
- E_tot (a.u.) = -324.0173
- LUMO (spin up / spin down) (eV) = -4.917 / -4.917
- net charge = +1

```
14
Properties=species:S:1:pos:R:3:lowdin_charge:R:1
O 2.27719 -0.54204 0.91857 0.12
O 0.46129 -0.06716 -2.12904 0.00
N -1.06756 0.63839 1.31757 0.13
C -1.01220 0.61064 0.00616 0.01
C 1.83494 -0.12880 -0.24022 -0.10
C 0.65257 -0.50775 -0.85045 -0.26
H 0.20288 -1.45763 -0.57224 0.15
H -0.57912 1.34606 1.85029 0.14
H -1.70730 -0.03456 -0.51167 0.12
H -0.67966 1.49706 -0.51592 0.12
H -1.54902 -0.07687 1.84646 0.14
H 1.83082 -1.33608 1.25982 0.15
H -0.15616 -0.62164 -2.61669 0.12
H 2.41805 0.67826 -0.66760 0.16
```

Record 4
A structure of composition C11H14ClI2NOPSn at a distorted geometry, computed with ωB97M-V with the def2-TZVPD basis set.

Summary:
- energy relative to the best compared isomer or geometry (same formula, charge and spin) (eV) = 1.450
- spin multiplicity = 1
- molar mass (g/mol) = 615.2
- gap between HOMO and LUMO (spin up / spin down) (eV) = 2.95 / 2.95
- E_tot (a.u.) = -2167.6007
- LUMO (spin up / spin down) (eV) = -13.812 / -13.812
- net charge = +3

```
32
Properties=species:S:1:pos:R:3:lowdin_charge:R:1
I 6.14451 1.11077 -1.82834 0.27
I 6.14412 -1.58163 -1.84999 0.26
Sn -0.10990 -0.00391 0.05089 0.95
Cl -2.34437 -0.02455 0.67213 0.23
P -0.84135 0.02688 -2.26801 0.65
O 2.94810 0.02762 -0.88620 0.11
N 0.04508 0.03561 2.03856 -0.02
C -1.87586 1.46016 -2.53502 -0.21
C -0.00354 0.07781 3.20492 -0.02
C 1.83060 0.01680 -0.52750 -0.11
C 0.00046 -0.10052 7.38591 0.03
C 1.19229 -0.18919 6.66983 -0.01
C -1.18650 0.11824 6.69334 -0.01
C -0.00101 0.08196 4.57008 -0.19
C 1.20077 -0.08969 5.29689 0.02
C -1.20500 0.20707 5.31769 0.03
C -1.86726 -1.40528 -2.57403 -0.21
C 0.41941 0.04755 -3.52620 -0.21
H 2.14020 -0.15695 4.73081 0.14
H 2.14629 -0.34896 7.19000 0.14
H -1.27591 -2.32889 -2.52548 0.08
H -0.08124 0.05759 -4.51335 0.10
H -2.68498 1.48814 -1.79830 0.05
H 0.00258 -0.19905 8.47646 0.15
H -2.29878 -1.30706 -3.58656 0.10
H -2.67294 -1.46132 -1.83515 0.05
H -2.30243 1.38973 -3.55192 0.10
H -2.14050 0.21307 7.23448 0.14
H 1.06113 -0.83988 -3.46374 0.08
H -1.29142 2.38614 -2.45590 0.08
H 1.05326 0.93884 -3.44184 0.08
H -2.13940 0.35999 4.77195 0.14
```

Record 5
A structure of composition C12H19F3NP2ReSSbSe4 at a distorted geometry, computed with ωB97M-V with the def2-TZVPD basis set.

Summary:
- energy relative to the best compared isomer or geometry (same formula, charge and spin) (eV) = 0.000
- spin multiplicity = 1
- molar mass (g/mol) = 952.1
- gap between HOMO and LUMO (eV) = 5.83
- E_tot (a.u.) = -11827.2355
- LUMO (eV) = -11.593
- net charge = +3

```
44
Properties=species:S:1:pos:R:3:lowdin_charge:R:1
Re 0.06380 -0.56941 -0.65109 0.40
Sb -0.43983 -5.84975 -1.23041 0.14
Se -2.50332 -5.89654 -0.23775 0.22
Se 0.02823 -2.76252 -1.02387 0.30
Se 1.91935 -6.44249 -1.04312 0.24
Se 0.79769 -6.28146 -3.28642 0.26
S 0.19076 1.39963 -1.78466 0.77
P -0.29776 -0.15788 1.66583 0.74
P -2.36297 -0.21793 -0.70879 0.68
F 3.46855 4.66894 -1.71319 0.21
F 2.22369 3.59687 -3.12445 0.18
F 1.37290 4.33179 -1.27862 0.16
N 2.03830 0.30873 -0.51144 -0.16
C 2.79624 2.49262 -1.14660 -0.06
C -2.94166 1.48588 -0.83342 -0.23
C -2.06500 -0.42697 2.09235 -0.33
C 1.87315 1.48010 -1.13511 -0.56
C 4.00780 2.24268 -0.50163 0.09
C 0.69408 -1.14261 2.80756 -0.21
C -2.95973 -0.83031 0.91022 -0.35
C 0.10545 1.56740 2.03914 -0.20
C -3.26590 -1.10361 -1.99473 -0.21
C 2.47775 3.80794 -1.83199 -0.61
C 4.20706 1.02785 0.13688 0.02
C 3.19423 0.08365 0.13837 -0.07
H -3.00389 -1.91845 0.82381 0.09
H -4.02646 1.46294 -0.70907 0.08
H 0.48784 -2.20324 2.66811 0.06
H -2.07982 -1.21532 2.84735 0.10
H 1.75524 -0.95378 2.65160 0.05
H -4.32907 -0.86954 -1.91615 0.08
H -2.71958 1.90346 -1.81611 0.06
H -3.12019 -2.17797 -1.88705 0.04
H -2.50875 2.12415 -0.06373 0.05
H -3.97840 -0.47165 1.06815 0.11
H 5.13858 0.80475 0.63739 0.14
H -0.53399 2.25194 1.48321 0.06
H 3.31162 -0.86978 0.63524 0.13
H 0.43709 -0.85873 3.83067 0.08
H 1.15116 1.75876 1.79624 0.05
H -2.43305 0.47702 2.58065 0.11
H -0.03844 1.72889 3.10974 0.08
H -2.90878 -0.79227 -2.97713 0.07
H 4.77600 3.00624 -0.51596 0.15
```